(1)
Density functional theory data (ωB97M-V/def2-TZVPD) for a 2-piece molecular cluster, C9H18N4O overall at a distorted geometry.

Bonds (Å) are listed after each position.
Element x y z (Å)
1 C 3.2598 0.7707 -1.0096  C2 1.491, N10 1.291, O14 1.335
2 C 2.7776 -0.5707 -0.5733  C1 1.491, N12 1.422, H15 1.119, H16 1.065
3 C -0.8332 -0.0842 2.0055  C4 1.516, C5 1.576, H17 1.142, H18 1.066
4 C -0.7968 -1.4742 1.4007  C3 1.516, C6 1.567, H19 1.128, H20 1.151
5 C -0.0284 0.9278 1.1038  C3 1.576, C7 1.563, H21 1.121, H22 1.061
6 C -1.2038 -1.4960 -0.1129  C4 1.567, C8 1.462, N13 1.476, H23 1.062
7 C -0.5654 0.9753 -0.3636  C5 1.563, C9 1.532, N13 1.524, H24 1.121
8 C -2.6448 -1.4959 -0.3615  C6 1.462, H25 1.131, H26 1.108, H27 1.031
9 C -1.8754 1.7155 -0.6512  C7 1.532, H28 1.105, H29 1.160, H30 1.081
10 N 3.3151 1.1328 -2.2475  C1 1.291, H31 0.969
11 N 3.6562 0.6246 1.1264  N12 1.228, O14 1.400
12 N 3.2117 -0.4652 0.7762  C2 1.422, N11 1.228
13 N -0.4622 -0.4620 -0.8605  C6 1.476, C7 1.524, H32 1.015
14 O 3.7395 1.4760 0.0180  C1 1.335, N11 1.400
15 H 1.6703 -0.7312 -0.5796  C2 1.119
16 H 3.0191 -1.3666 -1.2385  C2 1.065
17 H -1.8826 0.3419 2.1514  C3 1.142
18 H -0.3880 -0.1413 2.9719  C3 1.066
19 H 0.1581 -2.0566 1.5495  C4 1.128
20 H -1.5740 -2.0737 2.0022  C4 1.151
21 H -0.0669 1.9130 1.6381  C5 1.121
22 H 0.9527 0.6016 0.8674  C5 1.061
23 H -0.7257 -2.3776 -0.4621  C6 1.062
24 H 0.2326 1.4101 -1.0200  C7 1.121
25 H -3.0586 -2.5121 -0.0890  C8 1.131
26 H -2.9249 -1.4454 -1.4327  C8 1.108
27 H -3.1301 -0.7459 0.1536  C8 1.031
28 H -2.3195 1.5937 -1.6559  C9 1.105
29 H -1.8050 2.8646 -0.7969  C9 1.160
30 H -2.7785 1.6721 -0.0581  C9 1.081
31 H 3.7892 1.9620 -2.4086  N10 0.969
32 H -0.7180 -0.4830 -1.8431  N13 1.015

Calculated values
total energy: -647.8583 hartree
multiplicity: 1
LUMO: 0.7 eV
SMILES string: C[C@@H]1CCC[C@H](C)N1.[H]/N=C1/CN=NO1
HOMO: -9.0 eV
ΔE to the lowest compared entry with this formula, charge and spin: 107.2 kcal per mole
max |F|: 5.1 eV/Å
total charge: 0
orbital gap: 9.7 eV

---

(2)
Density functional theory data (ωB97M-V/def2-TZVPD) for a 2-piece molecular cluster, C9H18N4O6 overall at a distorted geometry.

Bonds (Å) are listed after each position.
Element x y z (Å)
1 C -1.9855 -1.8995 -0.0782  C2 1.603, C3 1.550, H12 1.042, N28 1.522
2 C -2.7421 -0.6135 0.5077  C1 1.603, O32 1.223, O34 1.329
3 C -1.3450 -1.4582 -1.4190  C1 1.550, C4 1.536, H13 0.975, H14 1.045
4 C -0.5828 -2.6040 -2.1008  C3 1.536, C5 1.574, H15 1.107, H16 1.077
5 C -0.1605 -2.3111 -3.5880  C4 1.574, N29 1.442, O33 1.217
6 C 2.4359 1.9031 1.5585  C7 1.566, C8 1.506, H22 1.100, N30 1.448
7 C 2.9811 3.2516 2.1380  C6 1.566, O35 1.197, O37 1.404
8 C 1.0616 1.6858 2.1353  C6 1.506, C9 1.544, H23 1.103, H24 1.105
9 C -0.0732 2.4714 1.4434  C8 1.544, N31 1.345, O36 1.238
10 H -3.5594 -2.9393 -0.7704  N28 0.908
11 H -3.5692 -2.9015 0.6867  N28 0.939
12 H -1.2504 -2.1304 0.6231  C1 1.042
13 H -1.9880 -1.0514 -2.0285  C3 0.975
14 H -0.7387 -0.6676 -1.1040  C3 1.045
15 H -1.1123 -3.5691 -1.9848  C4 1.107
16 H 0.3374 -2.7190 -1.5529  C4 1.077
17 H 0.7158 -2.9521 -5.2263  N29 1.028
18 H 0.5384 -4.0741 -4.0922  N29 0.946
19 H -2.5429 1.0741 1.1686  O34 0.956
20 H 4.2466 1.2058 1.8921  N30 0.973
21 H 3.2458 0.8602 3.0648  N30 1.040
22 H 2.4515 1.8820 0.4587  C6 1.100
23 H 0.7762 0.6246 2.0350  C8 1.103
24 H 1.1122 1.8836 3.2210  C8 1.105
25 H -1.2476 2.3694 -0.2624  N31 1.075
26 H -0.2598 1.0096 0.0632  N31 0.927
27 H 3.1529 5.1331 1.6885  O37 1.026
28 N -3.0072 -3.0273 -0.0555  C1 1.522, H10 0.908, H11 0.939
29 N 0.8015 -3.1749 -4.2262  C5 1.442, H17 1.028, H18 0.946
30 N 3.3419 0.8764 2.0294  C6 1.448, H20 0.973, H21 1.040
31 N -0.4881 1.8724 0.3127  C9 1.345, H25 1.075, H26 0.927
32 O -3.9414 -0.3933 0.6043  C2 1.223
33 O -0.4380 -1.2440 -4.1035  C5 1.217
34 O -1.9690 0.4435 0.7357  C2 1.329, H19 0.956
35 O 3.5787 3.4075 3.1636  C7 1.197
36 O -0.6323 3.4918 1.8671  C9 1.238
37 O 2.8559 4.2843 1.1955  C7 1.404, H27 1.026

Calculated values
total energy: -1024.1714 hartree
multiplicity: 1
LUMO: 0.4 eV
SMILES string: NC(=O)CC[C@H](N)C(=O)O.NC(=O)C[C@H](N)C(=O)O
HOMO: -9.6 eV
ΔE to the lowest compared entry with this formula, charge and spin: 34.9 kcal per mole
max |F|: 7.7 eV/Å
total charge: 0
orbital gap: 10.0 eV